w:
Here is an isolated molecule of C3H6N4O from OMol25. Energies are from ωB97M-V with the def2-TZVPD basis set.

Element x y z (Å)
1 C 0.225 -0.280 1.957
2 N 0.012 -0.247 0.589
3 C 1.233 0.018 -0.196
4 O 2.423 0.033 0.036
5 N 0.604 0.630 -1.286
6 C -0.627 0.726 -1.273
7 N -1.109 0.116 -0.140
8 N -2.269 -0.687 -0.335
9 H 0.018 -1.220 2.632
10 H -0.191 0.748 2.367
11 H 1.480 0.071 2.154
12 H -1.404 0.960 -2.117
13 H -2.645 -0.690 0.681
14 H -2.291 -1.606 -0.723

Values from the calculation:
LUMO level	0.46	eV
SMILES string	Cn1c(=O)ncn1N
HOMO	-9.196	eV


x:
Here is an isolated molecule of C3H6N4O from OMol25. Energies are from ωB97M-V with the def2-TZVPD basis set.

Element x y z (Å)
1 H 2.631 1.015 -0.016
2 N 1.784 1.593 0.215
3 C 0.733 0.907 -0.084
4 C -0.648 1.354 -0.130
5 C -1.289 0.196 -0.147
6 O -2.630 -0.159 0.178
7 N -0.530 -0.964 -0.056
8 N 0.772 -0.596 -0.448
9 N 1.743 -1.488 0.239
10 H -0.933 2.351 0.146
11 H -2.336 -0.949 0.806
12 H -0.812 -1.810 -0.588
13 H 1.259 -1.544 1.082
14 H 2.064 -2.350 -0.343

Values from the calculation:
LUMO level	0.43	eV
SMILES string	[H]/N=c1/cc(O)[nH]n1N
HOMO	-8.452	eV


List of relative energies, unit kJ/mol: w 29.1; x 0.0


w:
Here is an isolated molecule of C3H6N4O from OMol25. Energies are from ωB97M-V with the def2-TZVPD basis set.

Element x y z (Å)
1 C -0.857 -0.878 0.112
2 C -1.872 -0.014 0.058
3 C 2.400 0.584 0.137
4 N 0.002 1.162 -0.027
5 N 1.504 -0.507 0.082
6 N 0.319 -0.067 0.043
7 N -3.192 -0.141 0.031
8 O -1.345 1.263 -0.028
9 H -0.884 -1.891 0.002
10 H 3.466 0.074 0.450
11 H 2.287 1.107 -0.763
12 H 2.137 1.316 0.940
13 H -3.751 -0.985 0.204
14 H -3.751 0.692 0.384

Values from the calculation:
LUMO level	0.55	eV
HOMO	-7.843	eV


x:
Here is an isolated molecule of C3H6N4O from OMol25. Energies are from ωB97M-V with the def2-TZVPD basis set.

Element x y z (Å)
1 H -3.510 -0.347 -0.387
2 N -2.820 0.463 -0.045
3 C -1.565 0.237 -0.003
4 N -0.712 -0.835 -0.168
5 N 0.450 -0.849 0.561
6 C 1.579 -0.320 -0.171
7 C 1.328 1.261 -0.072
8 N 0.207 1.901 0.022
9 O -0.962 1.195 0.515
10 H -0.998 -1.655 -0.648
11 H 0.481 -1.745 1.440
12 H 1.585 -0.705 -1.213
13 H 2.600 -0.628 0.368
14 H 2.337 2.030 -0.199

Values from the calculation:
LUMO level	0.43	eV
SMILES string	[H]/N=C1\NNCC=NO1
HOMO	-8.779	eV


y:
Here is an isolated molecule of C3H6N4O from OMol25. Energies are from ωB97M-V with the def2-TZVPD basis set.

Element x y z (Å)
1 C 1.232 1.191 1.182
2 N 1.343 0.715 -0.191
3 N 0.377 -0.159 -0.581
4 N 0.464 -1.438 -0.312
5 C -0.720 -1.966 -0.374
6 C -1.738 -0.964 -0.652
7 O -2.936 -1.025 -0.820
8 N -0.979 0.198 -0.681
9 H 1.252 0.324 1.839
10 H 2.097 1.814 1.392
11 H 0.317 1.764 1.371
12 H 1.430 1.478 -0.857
13 H -0.872 -3.019 -0.259
14 H -1.267 1.087 -1.056

Values from the calculation:
LUMO level	0.69	eV
SMILES string	CNn1ncc(=O)[nH]1
HOMO	-8.685	eV


z:
Here is an isolated molecule of C3H6N4O from OMol25. Energies are from ωB97M-V with the def2-TZVPD basis set.

Element x y z (Å)
1 H -0.267 2.737 -0.005
2 N 0.308 1.993 -0.168
3 C -0.495 1.053 -0.415
4 N -1.787 0.813 -0.018
5 C -2.112 -0.373 0.033
6 N -0.895 -1.171 -0.022
7 N -0.138 -0.180 -0.877
8 O 1.446 -0.379 -0.864
9 C 1.923 -0.247 0.482
10 H -3.154 -0.918 0.032
11 H -0.987 -2.335 -0.383
12 H 0.975 -0.747 0.925
13 H 2.733 -1.042 0.479
14 H 2.451 0.796 0.802

Values from the calculation:
LUMO level	0.48	eV
SMILES string	[H]/N=c1\nc[nH]n1OC
HOMO	-9.278	eV


List of relative energies, unit kJ/mol: w 211.2; x 385.1; y 0.0; z 390.9